w | {
  "formula": "H3N3OS",
  "method": "the ωB97M-V functional and the def2-TZVPD basis",
  "e_lumo_ev": [-0.80, -0.83],
  "spin_multiplicity": 1,
  "elements": ["N", "N", "N", "O", "S", "H", "H", "H"],
  "coordinates": [[-0.714, 0.767, -1.084], [-0.570, -0.248, -0.494], [0.698, -0.090, 0.870], [-1.092, -1.346, -0.449], [2.184, 0.531, 0.340], [-1.393, 1.139, -1.742], [0.286, 0.325, 1.773], [0.602, -1.078, 0.786]],
  "nbo_charge": [-0.427, 0.410, -0.686, -0.426, -0.090, 0.395, 0.423, 0.401]
}

=====

x | {
  "formula": "H3N3OS",
  "method": "the ωB97M-V functional and the def2-TZVPD basis",
  "smiles": "N#[N+][O-].NS",
  "e_lumo_ev": 0.70,
  "spin_multiplicity": 1,
  "elements": ["N", "N", "N", "O", "S", "H", "H", "H"],
  "coordinates": [[3.837, -0.336, 0.719], [3.471, -1.235, 0.200], [-0.078, -1.170, -0.515], [4.348, 0.620, 1.254], [-0.951, 0.094, -1.293], [-2.082, -0.691, -1.396], [-0.290, -1.222, 0.463], [0.894, -1.152, -0.744]],
  "nbo_charge": [0.421, -0.064, -0.985, -0.356, 0.129, 0.108, 0.369, 0.377]
}

=====

y | {
  "formula": "H3N3OS",
  "method": "the ωB97M-V functional and the def2-TZVPD basis",
  "e_lumo_ev": [-0.22, -1.09],
  "spin_multiplicity": 1,
  "elements": ["N", "N", "N", "O", "S", "H", "H", "H"],
  "coordinates": [[0.592, -2.570, -0.911], [0.021, -1.758, -0.295], [-0.291, 1.834, 0.647], [-0.068, -0.544, -0.127], [-1.000, 0.694, 1.595], [1.224, -2.386, -1.717], [-1.028, 2.413, 0.154], [0.551, 2.318, 0.654]],
  "nbo_charge": [-0.405, 0.340, -0.947, -0.338, 0.249, 0.340, 0.378, 0.384]
}

=====

Verdict on stability: w comes out at the bottom.

=====

w | {
  "formula": "C5H10O4",
  "method": "the ωB97M-V functional and the def2-TZVPD basis",
  "e_lumo_ev": 0.26,
  "spin_multiplicity": 1,
  "elements": ["C", "C", "C", "C", "C", "O", "O", "O", "O", "H", "H", "H", "H", "H", "H", "H", "H", "H", "H"],
  "coordinates": [[0.372, -1.939, 0.906], [-0.675, -1.466, -0.076], [1.824, -1.393, 0.621], [-2.158, 0.382, -0.294], [-2.615, 1.760, 0.364], [-1.265, -0.362, 0.468], [1.794, -0.291, -0.114], [3.753, 1.364, -1.125], [-2.330, 0.078, -1.437], [0.312, -1.444, 1.974], [0.545, -3.035, 0.944], [-0.209, -1.319, -0.999], [-1.509, -2.252, -0.104], [-1.610, 2.197, 0.488], [-3.035, 1.435, 1.346], [-3.196, 2.357, -0.374], [2.698, 0.097, -0.367], [3.848, 1.839, -0.308], [3.454, 1.990, -1.914]],
  "nbo_charge": [-0.571, -0.085, 0.245, 0.805, -0.712, -0.535, -0.712, -0.966, -0.589, 0.254, 0.239, 0.198, 0.176, 0.238, 0.241, 0.246, 0.533, 0.488, 0.507]
}

=====

x | {
  "formula": "C5H10O4",
  "method": "the ωB97M-V functional and the def2-TZVPD basis",
  "e_lumo_ev": 0.65,
  "spin_multiplicity": 1,
  "elements": ["C", "O", "C", "O", "C", "C", "C", "O", "H", "H", "H", "H", "H", "H", "H", "H", "O", "H", "H"],
  "coordinates": [[-1.176, -2.240, 1.130], [-0.201, -1.411, 0.504], [-0.639, -0.189, 0.127], [-1.080, 0.658, 1.052], [0.349, 0.922, 0.215], [1.603, 0.830, 1.037], [0.530, 1.575, -1.709], [0.237, 2.127, -0.440], [-0.653, -3.150, 1.437], [-1.588, -1.734, 2.014], [-1.983, -2.502, 0.432], [2.469, 0.681, 0.380], [1.743, 1.769, 1.589], [1.545, -0.003, 1.744], [1.183, 2.314, -2.186], [-0.593, 0.890, -2.162], [-1.558, -0.215, -1.336], [1.069, 0.667, -2.003], [-1.257, -0.987, -1.827]],
  "nbo_charge": [-0.267, -0.519, 0.726, -0.524, 0.505, -0.671, -0.400, -0.481, 0.199, 0.196, 0.189, 0.240, 0.239, 0.240, 0.199, 0.274, -0.804, 0.194, 0.465]
}

=====

Verdict on stability: x comes out at the bottom.

=====

w | {
  "formula": "C5H10O4",
  "method": "the ωB97M-V functional and the def2-TZVPD basis",
  "smiles": "C[C@H]1COCOC1=O.O",
  "e_lumo_ev": 0.59,
  "spin_multiplicity": 1,
  "elements": ["C", "C", "C", "O", "C", "O", "C", "O", "H", "H", "H", "H", "H", "H", "H", "H", "O", "H", "H"],
  "coordinates": [[2.851, -2.067, -2.745], [1.838, -1.081, -3.341], [0.414, -1.393, -2.890], [0.190, -0.838, -1.603], [0.229, 0.541, -1.641], [1.519, 1.005, -2.055], [2.259, 0.331, -2.974], [3.194, 0.896, -3.489], [2.808, -2.062, -1.647], [2.623, -3.081, -3.097], [3.873, -1.817, -3.055], [1.888, -1.137, -4.436], [-0.324, -0.983, -3.598], [0.240, -2.473, -2.811], [-0.516, 0.958, -2.337], [0.075, 0.921, -0.627], [1.178, -2.331, 0.599], [0.922, -1.700, -0.113], [0.855, -3.183, 0.290]],
  "nbo_charge": [-0.605, -0.369, -0.069, -0.541, 0.226, -0.520, 0.797, -0.554, 0.227, 0.209, 0.235, 0.241, 0.181, 0.205, 0.153, 0.196, -0.958, 0.484, 0.461]
}

=====

x | {
  "formula": "C5H10O4",
  "method": "the ωB97M-V functional and the def2-TZVPD basis",
  "smiles": "C=C(O)OC.CC(=O)O",
  "e_lumo_ev": 0.68,
  "spin_multiplicity": 1,
  "elements": ["C", "C", "C", "O", "O", "H", "H", "H", "H", "H", "H", "C", "C", "O", "O", "H", "H", "H", "H"],
  "coordinates": [[-1.570, 1.011, -0.159], [0.048, -0.218, 1.309], [-0.390, -1.156, 2.179], [-0.785, -0.167, 0.021], [0.524, 0.997, 1.728], [0.242, 1.115, 2.645], [-2.222, 1.127, 0.709], [-0.926, 1.888, -0.267], [-2.158, 0.888, -1.069], [-0.046, -1.152, 3.204], [-0.856, -2.059, 1.806], [1.009, 0.424, -2.188], [0.541, -0.726, -1.355], [1.495, -0.651, 0.013], [0.212, -1.814, -1.720], [1.546, -1.559, 0.357], [1.094, 1.317, -1.571], [1.957, 0.153, -2.654], [0.284, 0.582, -2.990]],
  "nbo_charge": [-0.252, 0.660, -0.662, -0.545, -0.710, 0.496, 0.193, 0.182, 0.200, 0.205, 0.227, -0.722, 0.866, -0.787, -0.569, 0.487, 0.239, 0.259, 0.234]
}

=====

Verdict on stability: x comes out at the bottom.

=====

w | {
  "formula": "C2H2N2O3",
  "method": "the ωB97M-V functional and the def2-TZVPD basis",
  "s2": 2.02,
  "e_lumo_ev": [0.46, -2.84],
  "spin_multiplicity": 3,
  "elements": ["C", "C", "N", "N", "O", "O", "O", "H", "H"],
  "coordinates": [[-1.220, -1.074, -0.015], [1.092, 0.638, -0.021], [-2.217, -0.489, -0.036], [1.978, -0.125, 0.213], [0.091, 1.225, -0.024], [-3.355, 0.198, -0.053], [3.247, -0.358, -0.239], [-3.142, 1.144, -0.055], [3.526, -1.158, 0.232]],
  "nbo_charge": [0.186, 0.565, -0.214, -0.175, -0.441, -0.469, -0.432, 0.498, 0.483]
}

=====

x | {
  "formula": "C2H2N2O3",
  "method": "the ωB97M-V functional and the def2-TZVPD basis",
  "s2": 2.01,
  "e_lumo_ev": [0.67, -3.10],
  "spin_multiplicity": 3,
  "elements": ["C", "C", "N", "N", "O", "O", "O", "H", "H"],
  "coordinates": [[-1.771, -1.261, 0.941], [1.195, -0.075, -0.648], [-1.118, -2.246, 0.887], [1.729, 0.232, -1.668], [-2.511, -0.354, 0.918], [0.613, -0.406, 0.330], [2.566, 1.162, -2.236], [-0.600, -2.663, 1.613], [3.077, 0.783, -2.947]],
  "nbo_charge": [0.870, 0.620, -0.761, -0.191, -0.523, -0.452, -0.446, 0.417, 0.465]
}

=====

Verdict on stability: w comes out at the bottom.

=====

w | {
  "formula": "C4H10NO2",
  "method": "the ωB97M-V functional and the def2-TZVPD basis",
  "s2": 0.75,
  "e_lumo_ev": [0.92, -2.55],
  "spin_multiplicity": 2,
  "elements": ["N", "C", "O", "H", "H", "H", "H", "C", "O", "C", "C", "H", "H", "H", "H", "H", "H"],
  "coordinates": [[1.314, 2.016, -1.766], [1.482, 0.639, -2.152], [0.683, -0.311, -1.450], [1.388, 2.099, -0.759], [0.371, 2.311, -2.003], [1.213, 0.528, -3.201], [2.533, 0.367, -2.042], [-0.307, -0.237, 1.686], [-0.205, 0.734, 0.741], [-1.667, -0.901, 1.774], [-1.788, -2.207, 1.800], [-0.026, 0.159, 2.677], [0.436, -1.028, 1.494], [0.353, 0.099, -0.639], [-2.490, -0.197, 1.797], [-2.764, -2.669, 1.778], [-0.916, -2.821, 1.634]],
  "nbo_charge": [-0.834, 0.090, -0.740, 0.357, 0.354, 0.160, 0.147, -0.180, -0.306, -0.206, -0.377, 0.244, 0.218, 0.461, 0.206, 0.209, 0.196]
}

=====

x | {
  "formula": "C4H10NO2",
  "method": "the ωB97M-V functional and the def2-TZVPD basis",
  "s2": 0.78,
  "e_lumo_ev": [0.67, -3.48],
  "spin_multiplicity": 2,
  "elements": ["C", "O", "C", "C", "H", "H", "H", "H", "H", "H", "H", "C", "N", "O", "H", "H", "H"],
  "coordinates": [[0.986, -0.060, 0.132], [0.146, 0.491, -0.885], [1.246, -1.519, -0.228], [-0.039, -2.158, -0.750], [0.435, 0.035, 1.091], [1.937, 0.472, 0.205], [1.619, -1.955, 0.702], [1.996, -1.651, -1.013], [-0.010, -3.269, -0.803], [-0.243, -1.793, -1.766], [-0.865, -1.912, -0.096], [-1.424, 2.089, 1.095], [-0.801, 2.700, 0.065], [-0.869, 1.390, 1.978], [-2.542, 2.235, 1.169], [-0.127, 1.457, -0.643], [-1.445, 3.447, -0.253]],
  "nbo_charge": [-0.070, -0.743, -0.415, -0.604, 0.190, 0.166, 0.200, 0.200, 0.200, 0.219, 0.200, 0.406, -0.465, -0.437, 0.126, 0.473, 0.352]
}

=====

y | {
  "formula": "C4H10NO2",
  "method": "the ωB97M-V functional and the def2-TZVPD basis",
  "s2": 0.76,
  "e_lumo_ev": [0.39, -1.52],
  "spin_multiplicity": 2,
  "elements": ["C", "O", "C", "C", "C", "O", "N", "H", "H", "H", "H", "H", "H", "H", "H", "H", "H"],
  "coordinates": [[1.221, 0.178, -0.281], [-0.176, 2.323, 1.482], [1.006, -0.642, 0.960], [-0.158, -0.567, -0.139], [-1.174, -0.362, -2.034], [-1.337, -1.420, -2.635], [0.756, -0.043, 2.203], [1.264, 1.253, -0.168], [1.860, -0.366, -0.956], [1.765, -1.416, 1.036], [-0.280, -1.638, -0.288], [-0.968, -0.073, 0.378], [-1.978, 0.244, -1.551], [-0.495, 0.349, -2.555], [-0.525, 2.634, 2.327], [0.573, -0.788, 2.875], [0.225, 1.457, 1.804]],
  "nbo_charge": [-0.388, -0.998, -0.101, -0.469, 0.219, -0.544, -0.491, 0.265, 0.229, 0.209, 0.280, 0.262, 0.136, 0.121, 0.461, 0.337, 0.472]
}

=====

Verdict on stability: y comes out at the bottom.